No. 1
Here is CH4N2O2S in the gas phase from the Open Molecules 2025 dataset. Energies are from ωB97M-V with the def2-TZVPD basis set.

Atoms and positions in Å:
C1 -0.589 0.044 0.676
N1 0.777 -0.269 0.428
N2 -0.762 1.073 -0.299
O1 -0.424 2.313 -0.111
O2 2.871 -0.130 -0.751
S1 2.102 0.529 0.547
H1 -1.291 -0.799 0.547
H2 -0.758 0.451 1.576
H3 -0.648 0.943 -1.369
H4 2.382 -0.759 -1.135

Cartesian forces (eV/Å) of the 3 atoms listed first:
C 1.103 -0.602 -2.739
N 0.505 -1.770 0.389
N -0.931 2.899 -3.973

Its HOMO-LUMO gap (alpha / beta) is 8.342 / 8.413 eV. Its max |F| is 6.48 eV/A. The value obtained for the LUMO energy (alpha / beta) is -0.015 / 0.013 Ha. As for the HOMO energy (alpha / beta): -8.74 / -8.06 eV. The relative energy (zero: lowest compared OMol25 entry of this formula, charge and spin) comes out at 4.831 eV.

Mulliken population analysis, charges in e, atoms 1 to 6: number 1, C, carries -0.18; number 2, N, carries -0.39; number 3, N, carries -0.03; number 4, O, carries -0.42; number 5, O, carries -0.48; number 6, S, carries 0.35


No. 2
Here is 3 unconnected molecules or ions with the total composition H5O2S from the Open Molecules 2025 dataset. Energies are from ωB97M-V with the def2-TZVPD basis set.

Atoms and positions in Å:
S1 -0.171 -1.964 -0.624
H1 0.973 -1.352 -0.105
H2 1.185 1.703 2.578
H3 -0.419 1.365 2.262
O1 0.197 1.621 2.887
H4 -0.180 1.630 -0.913
H5 -0.431 0.957 -2.178
O2 0.003 1.770 -1.845

Cartesian forces (eV/Å) of the 3 atoms listed first:
S 0.876 0.796 0.420
H -0.951 -0.535 -0.456
H -3.571 -0.607 0.198

Its HOMO-LUMO gap is 6.430 eV. Its max |F| is 5.47 eV/A. The value obtained for the LUMO energy is 0.134 Ha. The total charge is -1. As for the HOMO energy: -2.80 eV. The relative energy (zero: lowest compared OMol25 entry of this formula, charge and spin) comes out at 0.995 eV.

Mulliken population analysis, charges in e, atoms 1 to 6: number 1, S, carries -0.91; number 2, H, carries -0.05; number 3, H, carries 0.33; number 4, H, carries 0.32; number 5, O, carries -0.66; number 6, H, carries 0.29


No. 3
Here is a molecular structure, C3H2MnO from the Open Molecules 2025 dataset. Energies are from ωB97M-V with the def2-TZVPD basis set.

Atoms and positions in Å:
H1 -0.525 -0.753 -2.622
C1 0.548 -0.636 -1.570
C2 0.222 -0.063 -0.333
C3 -0.055 0.592 0.692
O1 -0.392 1.296 1.677
H2 0.858 -1.693 -1.438
Mn1 -0.656 1.257 3.595

Cartesian forces (eV/Å) of the 3 atoms listed first:
H 2.059 0.244 2.670
C -0.816 -1.217 -3.074
C -1.285 1.812 2.297

Its HOMO-LUMO gap (alpha / beta) is 3.371 / 3.992 eV. Its max |F| is 4.26 eV/A. The value obtained for the LUMO energy (alpha / beta) is 0.233 / 0.251 Ha. The total charge is -2. As for the expectation value of S²: 8.77. As for the HOMO energy (alpha / beta): 2.98 / 2.85 eV. The spin multiplicity is 6.

Mulliken population analysis, charges in e, atoms 1 to 6: number 1, H, carries 0.06; number 2, C, carries -0.88; number 3, C, carries -0.07; number 4, C, carries -0.40; number 5, O, carries -0.84; number 6, H, carries -0.06


No. 4
Here is C4H7NOS in the gas phase from the Open Molecules 2025 dataset. Energies are from ωB97M-V with the def2-TZVPD basis set.

Atoms and positions in Å:
C1 2.287 -0.730 -0.224
C2 -0.109 -1.694 0.137
C3 -1.185 -0.572 0.452
C4 0.011 0.354 0.203
H1 2.524 -1.513 -0.930
H2 2.704 0.246 -0.582
H3 2.698 -0.969 0.758
H4 0.061 -2.341 0.950
H5 -0.414 -2.200 -0.789
H6 -1.660 -0.660 1.459
H7 -2.342 0.404 -0.695
N1 0.838 -0.647 0.003
O1 -2.190 -0.536 -0.490
S1 0.129 1.982 0.020

Cartesian forces (eV/Å) of the 3 atoms listed first:
C -0.547 1.105 0.476
C -2.211 0.043 -0.439
C 0.637 -1.419 0.711

Its HOMO-LUMO gap is 9.201 eV. The SMILES is CN1C[C@H](O)C1=S. Its max |F| is 2.25 eV/A. The value obtained for the LUMO energy is 0.027 Ha. As for the HOMO energy: -8.46 eV. The relative energy (zero: lowest compared OMol25 entry of this formula, charge and spin) comes out at 1.430 eV.

Mulliken population analysis, charges in e, atoms 1 to 6: number 1, C, carries -0.83; number 2, C, carries -0.74; number 3, C, carries 0.16; number 4, C, carries 0.09; number 5, H, carries 0.31; number 6, H, carries 0.27


No. 5
Here is a molecular structure, C16H20N4O2S2Sr from the Open Molecules 2025 dataset. Energies are from ωB97M-V with the def2-TZVPD basis set.

Atoms and positions in Å:
Sr1 -1.413 1.582 -1.023
O1 -3.251 0.038 -0.364
N1 -3.636 -0.263 0.883
C1 -4.245 -1.481 0.973
C2 -4.394 -2.048 2.199
C3 -4.077 -1.260 3.328
C4 -3.779 0.093 3.174
C5 -3.399 0.661 1.911
S1 -2.830 2.299 1.466
H1 -4.518 -2.009 0.059
H2 -4.720 -3.099 2.305
H3 -4.077 -1.710 4.318
H4 -3.823 0.760 4.042
O2 0.495 3.041 -1.819
N2 1.560 2.616 -2.513
C6 2.755 3.244 -2.235
C7 3.906 2.629 -2.660
C8 3.858 1.496 -3.485
C9 2.598 1.025 -3.922
C10 1.353 1.527 -3.417
S2 -0.324 0.969 -3.719
H5 2.763 4.147 -1.646
H6 4.873 3.087 -2.377
H7 4.763 0.994 -3.794
H8 2.524 0.294 -4.713
C11 0.019 -1.166 -0.682
C12 0.824 -2.350 -0.033
N3 1.649 -1.899 1.107
C13 0.712 -1.418 2.120
C14 -0.316 -0.383 1.544
N4 0.059 0.014 0.178
C15 1.463 0.472 0.243
C16 2.396 -0.714 0.660
H9 -1.028 -1.508 -0.779
H10 0.414 -0.893 -1.668
H11 1.517 -2.861 -0.759
H12 0.165 -3.115 0.383
H13 1.317 -0.972 2.922
H14 0.162 -2.280 2.579
H15 -0.351 0.527 2.172
H16 -1.313 -0.831 1.539
H17 1.509 1.308 0.935
H18 1.761 0.823 -0.762
H19 3.021 -0.405 1.491
H20 3.057 -0.982 -0.160

Cartesian forces (eV/Å) of the 3 atoms listed first:
Sr -0.586 0.690 -0.545
O 0.017 0.108 0.412
N 0.374 0.776 -1.587

Its HOMO-LUMO gap is 8.119 eV. Its max |F| is 2.12 eV/A. The value obtained for the LUMO energy is 0.012 Ha. As for the HOMO energy: -7.80 eV. The relative energy (zero: lowest compared OMol25 entry of this formula, charge and spin) comes out at 0.000 eV.

Mulliken population analysis, charges in e, atoms 1 to 6: number 1, Sr, carries 1.34; number 2, O, carries -0.84; number 3, N, carries 0.50; number 4, C, carries -0.26; number 5, C, carries -0.54; number 6, C, carries -0.20


No. 6
Here is C2H6P2 in the gas phase from the Open Molecules 2025 dataset. Energies are from ωB97M-V with the def2-TZVPD basis set.

Atoms and positions in Å:
C1 -0.904 -0.027 0.150
C2 0.436 1.211 0.051
P1 -2.447 0.522 0.031
P2 -0.490 -1.816 -0.033
H1 0.055 2.209 -0.200
H2 1.086 0.677 -0.718
H3 1.017 1.156 1.049
H4 -2.849 -0.842 -0.099
H5 0.105 -1.775 1.187
H6 0.570 -1.487 -0.808

Cartesian forces (eV/Å) of the 3 atoms listed first:
C 2.829 2.755 -0.833
C -0.768 -4.115 1.160
P -0.493 -0.385 0.045

Its HOMO-LUMO gap is 9.785 eV. The SMILES is [H]/P=C(/C)P. Its max |F| is 4.34 eV/A. The value obtained for the LUMO energy is 0.013 Ha. As for the HOMO energy: -9.42 eV. The relative energy (zero: lowest compared OMol25 entry of this formula, charge and spin) comes out at 1.396 eV.

Mulliken population analysis, charges in e, atoms 1 to 6: number 1, C, carries 0.10; number 2, C, carries -0.83; number 3, P, carries -0.12; number 4, P, carries 0.00; number 5, H, carries 0.35; number 6, H, carries 0.24